Record 1
ORCA calculation (wB97M-V/def2-TZVPD) on C14H8ClF2IN3O4P in the gas phase.

Output
- Highest occupied orbital energy: -9.77 eV
- E: -62652.1183 eV
- SMILES string: N#C[C@@](I)(CC(=O)c1ccccc1)[C@@](C#N)(N(C(=O)F)C(=O)F)P(O)Cl

Geometry (Å):
I1 -1.6660 2.1472 1.2788
Cl1 0.1628 -2.9317 -0.5036
P1 -0.5121 -2.6893 1.4550
F1 -3.5634 -3.3276 1.5069
F2 -4.6462 -1.0030 2.2840
O1 -3.0576 -3.0144 -0.5853
O2 0.8709 -2.5063 2.3672
O3 1.6652 2.2698 0.9777
O4 -4.3849 0.3562 0.6244
N1 -2.6723 -1.1445 0.7745
N2 -2.3713 -1.1212 4.1943
N3 0.7934 0.4268 3.7820
C1 -1.8434 -1.0765 3.1727
C2 2.4940 0.5675 -1.9133
C3 -0.6029 0.2696 1.4897
C4 0.4764 0.1965 0.3712
C5 -1.5016 -1.0335 1.6608
C6 2.9482 0.6248 -3.2594
C7 2.7058 1.8160 -4.0245
C8 2.0526 2.9366 -3.4164
C9 1.3224 1.4771 0.1411
C10 1.8078 1.6877 -1.3204
C11 0.1692 0.4197 2.8153
C12 -3.9156 -0.5378 1.2468
C13 -3.0664 -2.5437 0.4977
C14 1.5942 2.8777 -2.0608
H1 1.1805 -0.6420 0.5632
H2 1.0872 3.7427 -1.6075
H3 3.4743 -0.2481 -3.6771
H4 1.4366 -3.2838 2.2141
H5 1.8987 3.8157 -4.0603
H6 3.0312 1.8503 -5.0781
H7 -0.0401 -0.0307 -0.5922
H8 2.6724 -0.3477 -1.3183


Record 2
ORCA calculation (wB97M-V/def2-TZVPD) on a molecular structure, C14H8O10Rb.

Output
- Highest occupied orbital energy (alpha / beta): 3.56 / 3.57 eV
- E: -35765.4085 eV
- Spin multiplicity: 2
- Charge: -4

Geometry (Å):
Rb1 -7.9700 14.4797 -13.9146
O1 -9.4164 16.4598 -19.0766
O2 -9.3691 11.7044 -16.5017
O3 -11.7652 11.5435 -14.8509
O4 -11.0117 12.1622 -18.8327
O5 -5.5266 15.6173 -13.4081
O6 -7.2065 15.8411 -17.2640
O7 -1.3770 13.2220 -10.9450
O8 -1.6726 16.2855 -11.1910
O9 -5.5014 12.8813 -13.0118
O10 -9.4967 12.0560 -12.9208
C1 -12.0345 12.1482 -13.5973
C2 -2.3597 13.8515 -11.5270
C3 -10.2146 14.4074 -18.9498
C4 -8.0942 13.7482 -16.9133
C5 -3.4990 15.9321 -12.4413
C6 -4.5249 13.5392 -12.6678
C7 -9.2860 15.2905 -18.5368
C8 -8.1452 14.9908 -17.5226
C9 -2.4383 15.3653 -11.7428
C10 -9.1660 12.6966 -17.2399
C11 -4.5958 15.1126 -12.8234
C12 -3.3169 13.0204 -12.0375
C13 -10.2368 13.0227 -18.4298
C14 -10.7468 12.7220 -12.7425
H1 -7.2609 13.4269 -16.3061
H2 -10.7001 13.7720 -13.0312
H3 -11.0143 12.7330 -11.6859
H4 -12.9273 12.7678 -13.5134
H5 -3.0730 11.9683 -12.0313
H6 -12.4539 11.3542 -12.9793
H7 -11.0146 14.5521 -19.6608
H8 -3.6093 16.9917 -12.6184


Record 3
ORCA calculation (wB97M-V/def2-TZVPD) on a molecular structure, C14H9CaClI3NO5S.

Output
- Highest occupied orbital energy: -1.74 eV
- Energy relative to the best compared isomer or geometry (same formula, charge and spin): 141.41 kJ/mol
- E: -92496.4721 eV
- Charge: -2

Geometry (Å):
I1 2.2476 3.4721 -0.2009
I2 0.6123 5.9019 -0.0004
I3 0.6018 1.6786 4.5113
Ca1 0.3285 1.1059 -0.4571
Cl1 0.4660 -3.9932 4.0488
S1 2.9414 0.5267 -0.6550
O1 2.0038 0.8088 -1.7722
O2 2.1221 0.2809 0.5603
O3 3.6978 1.8421 -0.3951
O4 -0.4711 1.2747 1.5588
O5 3.8960 -0.5105 -0.9451
N1 -0.6734 -0.9870 -0.0006
C1 -0.7447 2.5992 -2.8081
C2 -2.2319 1.1507 -1.8458
C3 0.4380 -1.2927 3.9805
C4 -0.1800 -2.3798 1.9178
C5 -0.2260 0.1437 2.0837
C6 -0.3731 -3.5115 1.0958
C7 0.2208 -2.4380 3.2707
C8 -0.9030 1.5032 -3.6665
C9 -1.8189 0.6094 -3.0758
C10 -0.8152 -2.0551 -0.7429
C11 -1.5605 2.3843 -1.6711
C12 -0.6936 -3.3545 -0.2224
C13 -0.3820 -1.1125 1.3190
C14 0.2250 -0.0416 3.4004
H1 -2.1448 -0.3344 -3.4978
H2 -1.7822 3.1218 -0.9077
H3 -1.0285 -1.8750 -1.7915
H4 0.7795 -1.3576 5.0051
H5 -2.9492 0.7175 -1.1610
H6 -0.1375 3.4769 -2.9835
H7 -0.8332 -4.2101 -0.8701
H8 -0.3849 1.3529 -4.6044
H9 -0.2467 -4.4978 1.5225


Record 4
ORCA calculation (wB97M-V/def2-TZVPD) on a molecular structure, C14H9N3O8STc.

Output
- Highest occupied orbital energy (alpha / beta): -8.62 / -8.99 eV
- Energy relative to the best compared isomer or geometry (same formula, charge and spin): 5.99 kJ/mol
- E: -48546.3326 eV
- Spin multiplicity: 2

Geometry (Å):
Tc1 -0.3529 -0.3407 -0.0201
S1 -1.2353 -1.4048 -1.7524
O1 2.1714 -3.4743 -0.0542
O2 -0.8272 1.3858 -0.8791
O3 -0.2083 3.3598 -1.7516
O4 1.5459 0.3630 -1.0911
O5 0.9162 -1.7171 0.3521
O6 0.8384 0.8373 1.4962
O7 -1.7401 -0.6170 1.2322
O8 2.8568 1.6666 1.9417
N1 -2.8226 -0.8449 4.3986
N2 -5.3992 -3.3963 1.8370
N3 -2.7606 -1.4641 0.9845
C1 -3.4084 -1.7597 2.0485
C2 -4.5156 -2.6691 1.9155
C3 -3.0796 -1.2491 3.3563
C4 1.0851 -2.9611 -0.1258
C5 -1.1280 -5.8744 -0.9229
C6 2.5781 0.5292 -0.1233
C7 1.9953 1.0344 1.1761
C8 1.2795 1.5171 -1.9199
C9 -0.0877 -5.0838 -0.4705
C10 -2.1980 -3.9272 -1.8339
C11 -0.1007 -3.7037 -0.6629
C12 -0.0084 2.2036 -1.4812
C13 -2.1880 -5.2915 -1.6058
C14 -1.1651 -3.1209 -1.3591
H1 2.9886 -0.4609 0.0817
H2 2.4268 1.9000 2.7804
H3 -3.0127 -3.4682 -2.3798
H4 -3.0070 -5.9005 -1.9657
H5 -1.1116 -6.9418 -0.7484
H6 1.1393 1.1438 -2.9339
H7 3.3635 1.1822 -0.4960
H8 2.1163 2.2104 -1.8999
H9 0.7583 -5.5175 0.0449


Record 5
ORCA calculation (wB97M-V/def2-TZVPD) on a molecular structure, C14H9NO11RuS.

Output
- Highest occupied orbital energy (alpha / beta): -1.91 / -6.24 eV
- Energy relative to the best compared isomer or geometry (same formula, charge and spin): 262.61 kJ/mol
- E: -52091.6955 eV
- Spin multiplicity: 6
- Charge: -1

Geometry (Å):
Ru1 1.2831 -12.1658 -10.1632
S1 2.0890 -14.6560 -10.2527
O1 1.8026 -11.8843 -8.1415
O2 2.9521 -13.3573 -10.2099
O3 2.1283 -15.4001 -9.0361
O4 1.7205 -8.4785 -11.5455
O5 2.2081 -15.2500 -11.5611
O6 0.5640 -14.0016 -10.2139
O7 0.8579 -12.8728 -4.3311
O8 1.4758 -10.1991 -10.0688
O9 -1.9073 -13.8042 -11.8416
O10 1.0445 -13.4253 -6.6664
O11 -0.1932 -14.9709 -12.8240
N1 0.6777 -11.7977 -11.9063
C1 -0.8143 -13.8675 -12.3319
C2 0.1195 -12.7168 -12.7155
C3 3.7064 -9.9908 -4.9719
C4 1.8474 -12.0394 -4.5121
C5 1.1604 -10.3787 -13.7634
C6 2.9571 -10.4703 -6.0118
C7 1.6411 -12.3261 -6.9630
C8 0.2082 -12.6080 -14.0815
C9 1.0864 -10.5495 -12.3842
C10 1.4780 -9.6446 -11.2933
C11 0.7506 -11.4260 -14.6765
C12 2.2011 -11.6138 -5.8511
C13 3.5336 -10.5564 -3.7057
C14 2.6494 -11.5564 -3.4514
H1 1.4252 -9.3693 -14.1058
H2 -0.3070 -13.3610 -14.6679
H3 4.1536 -10.2965 -2.8431
H4 0.7536 -14.9855 -12.3457
H5 0.7935 -13.3031 -5.5218
H6 2.9932 -9.8551 -6.9785
H7 2.5476 -11.9943 -2.4406
H8 1.0184 -11.3014 -15.7751
H9 4.3945 -9.1461 -5.0615


Record 6
ORCA calculation (wB97M-V/def2-TZVPD) on a molecular structure, C14H9NO11RuS.

Output
- Highest occupied orbital energy (alpha / beta): -4.90 / -6.22 eV
- Energy relative to the best compared isomer or geometry (same formula, charge and spin): 0.00 kJ/mol
- E: -52094.4173 eV
- Spin multiplicity: 6
- Charge: -1

Geometry (Å):
Ru1 -0.1861 -1.5230 -1.0184
S1 -0.2925 -3.9176 -1.6996
O1 1.1032 -3.8113 -1.3146
O2 0.4599 3.0130 0.8701
O3 3.4340 -2.1761 1.4632
O4 -0.6030 -5.0256 -2.5498
O5 0.1138 0.6065 -0.1693
O6 -2.0979 -0.9747 -0.3638
O7 -3.4188 -0.6751 1.5205
O8 -1.3621 -3.7377 -0.6566
O9 -0.5596 -2.5287 -2.6297
O10 -0.1525 0.2218 -2.3158
O11 2.2730 -1.4331 -0.4070
N1 -0.1165 -1.9300 0.9907
C1 -1.1597 -1.9427 3.0947
C2 2.2952 -1.8945 0.7204
C3 1.0904 -2.1532 1.5716
C4 -0.6899 4.6106 -2.7868
C5 0.2667 4.7852 -0.6165
C6 -1.1895 -1.6107 1.7645
C7 0.1120 3.4153 -0.3822
C8 1.1558 -2.4854 2.9627
C9 -0.7491 3.2264 -2.6407
C10 -0.3392 2.5662 -1.4893
C11 -0.1424 1.0473 -1.3603
C12 -0.1128 5.4342 -1.7907
C13 -2.3678 -1.0568 0.9893
C14 0.0036 -2.3496 3.7484
H1 0.3843 2.0209 0.8524
H2 -2.1063 -1.9370 3.5890
H3 -1.0203 5.0428 -3.7368
H4 2.1209 -2.6780 3.3157
H5 4.2088 -1.9953 0.9021
H6 0.1305 6.4585 -1.9575
H7 0.6498 5.3019 0.2575
H8 -1.0927 2.6704 -3.5297
H9 -0.0432 -2.5847 4.8022